one | C5H9NO3S as an isolated structure, computed with ωB97M-V with the def2-TZVPD basis set.

Last column: Mulliken charge in e.
Geometry (Å):
C -1.77949 0.38311 -0.24232  0.4225
C -0.69000 0.42974 0.81253  0.0480
C 0.97699 -0.04987 -0.07032  -0.0856
C -0.71741 -0.65750 1.97788  -1.4513
C 1.95956 0.97803 -0.39046  -1.4423
N -1.30424 -0.06646 -1.40332  -0.1955
O -2.89983 0.68131 0.06656  -0.5818
O 0.97262 -0.37055 -2.68658  -0.6730
O 0.01291 -2.17115 -1.22138  -0.6444
S 0.25060 -0.77761 -1.44261  1.1178
H -0.51947 1.41300 1.23573  0.4093
H 1.17021 -0.92341 0.66274  0.4351
H -1.48910 -0.25304 2.61317  0.3934
H 0.22226 -0.80757 2.54542  0.3767
H -1.01453 -1.57931 1.56759  0.4273
H 1.48127 1.67591 -1.14087  0.3194
H 2.76290 0.73583 -0.96632  0.4367
H 2.26046 1.47697 0.45181  0.4242
H -1.65571 -0.11743 -2.36926  0.2636

The calculation puts the HOMO energy at -0.377 Eh. The lowest unoccupied orbital energy comes out at 0.64 eV.



two | A 2-piece molecular cluster, C5H9NO3S overall, computed with ωB97M-V with the def2-TZVPD basis set.

Last column: Mulliken charge in e.
Geometry (Å):
C -1.36748 -0.21796 2.96146  -0.6039
C -2.35565 -0.46753 2.10821  -0.1033
C -0.12973 0.72870 -0.61724  -0.7328
C 1.12212 -1.70597 -0.04440  -0.8619
C -0.79974 -0.35004 -0.24964  0.3740
N 2.06760 1.78251 -2.39733  0.3298
O 1.39460 2.38811 -3.49042  -0.4181
O 3.05281 2.30917 -2.03951  -0.3540
O -0.22491 -1.51020 0.12345  -0.2754
S -2.57842 -0.15678 0.39937  -0.1436
H -1.52000 -0.57246 4.03139  0.2192
H -0.36056 -0.13080 2.68161  0.2765
H -3.29572 -0.84516 2.54550  0.2900
H 0.93155 0.81192 -0.81589  0.4307
H -0.69036 1.62310 -0.92558  0.2565
H 0.51333 1.87376 -3.57282  0.3837
H 1.13530 -2.77808 -0.34778  0.2798
H 1.80024 -1.45466 0.74212  0.2724
H 1.30503 -1.32763 -1.09250  0.3803

The calculation puts the HOMO energy at -0.315 Eh. The lowest unoccupied orbital energy comes out at -0.01 eV. As for the structure (SMILES): C=CSC(=C)OC.O=NO.



It turns out one is the most stable, with the second structure 86.6 kcal/mol higher.